No. 1
ORCA calculation (ωB97M-V with the def2-TZVPD basis set) on C3H4N2 as an isolated structure.

The geometry in XYZ format:
```
9
Properties=species:S:1:pos:R:3:lowdin_charge:R:1
N 0.165 -0.115 1.049 -0.0761
C 0.724 -0.885 0.056 -0.2043
C 0.185 -0.581 -1.192 -0.1253
C -0.886 0.307 -0.795 -0.2084
N -0.760 0.732 0.620 -0.0135
H 0.448 -0.060 2.029 0.1585
H 1.472 -1.618 0.339 0.0878
H 0.203 1.251 -0.714 0.2777
H -1.552 0.968 -1.392 0.1036
```

Results
* spin multiplicity: 1
* ΔE to the lowest compared entry with this formula, charge and spin: 129.5 kcal per mole
* energy: -6150.285 eV
* highest occupied orbital energy: -8.1830 eV
* frontier orbital gap: 8.378 eV

---

No. 2
ORCA calculation (ωB97M-V with the def2-TZVPD basis set) on C44H36CdF5N7O6P2S3Se2 as an isolated structure.

The geometry in XYZ format:
```
106
Properties=species:S:1:pos:R:3:lowdin_charge:R:1
Cd -0.181 -0.653 -1.886 1.3183
Se 1.225 1.025 5.137 0.3115
P 2.344 0.509 3.419 0.5582
C 3.905 1.464 3.358 -0.3414
C 5.012 0.994 2.649 -0.0835
C 6.178 1.742 2.612 -0.0855
C 6.247 2.964 3.274 -0.1047
C 5.150 3.430 3.982 -0.0961
C 3.981 2.678 4.027 -0.1153
C 2.902 -1.221 3.520 -0.3596
C 3.682 -1.598 4.618 -0.1068
C 4.117 -2.906 4.738 -0.0957
C 3.767 -3.847 3.769 -0.0956
C 2.992 -3.473 2.686 -0.0589
C 2.559 -2.155 2.554 -0.0665
C 1.647 0.657 1.762 -0.4269
C 0.417 0.605 1.104 -0.4360
N 0.683 0.687 -0.219 -0.1370
N 2.001 0.784 -0.375 -0.0447
N 2.596 0.759 0.791 0.0078
P -1.316 0.831 1.587 0.5772
Se -2.614 1.532 0.068 0.3177
C -1.212 2.190 2.820 -0.3810
C -0.351 3.256 2.574 -0.1095
C -0.266 4.312 3.468 -0.0944
C -1.052 4.321 4.614 -0.1096
C -1.939 3.280 4.846 -0.1055
C -2.022 2.220 3.951 -0.1084
C -1.886 -0.626 2.505 -0.3528
C -3.249 -0.891 2.551 -0.1200
C -3.719 -1.967 3.292 -0.0866
C -2.828 -2.791 3.968 -0.0969
C -1.464 -2.544 3.898 -0.0708
C -0.994 -1.464 3.166 -0.0713
H 4.950 0.055 2.115 0.1058
H 7.033 1.375 2.057 0.0981
H 7.156 3.553 3.230 0.0925
H 5.201 4.379 4.504 0.0941
H 3.119 3.020 4.589 0.0499
H 3.931 -0.860 5.372 0.0975
H 4.730 -3.196 5.584 0.0930
H 4.108 -4.872 3.863 0.0943
H 2.724 -4.194 1.924 0.1032
H 1.989 -1.865 1.680 0.0837
H 0.257 3.260 1.676 0.1129
H 0.424 5.124 3.275 0.0992
H -0.962 5.129 5.331 0.0923
H -2.554 3.276 5.739 0.0958
H -2.706 1.405 4.148 0.1021
H -3.929 -0.260 1.991 0.0758
H -4.782 -2.174 3.323 0.1003
H -3.197 -3.637 4.537 0.0937
H -0.759 -3.189 4.409 0.1037
H 0.066 -1.285 3.110 0.0602
O -2.454 -2.600 -2.098 -0.3438
S -2.329 -2.608 -0.657 0.4398
O -3.585 -2.684 0.052 -0.3169
O -1.439 -1.514 -0.192 -0.4898
C -1.400 -4.072 -0.170 -0.2012
C -2.017 -4.881 0.776 -0.0687
C -1.374 -6.000 1.284 -0.0901
C -0.108 -6.331 0.834 -0.0936
C 0.526 -5.531 -0.105 -0.0791
C -0.092 -4.389 -0.609 -0.1986
S 0.999 -3.321 -1.585 0.4243
O 0.225 -2.753 -2.700 -0.4555
O 2.088 -4.170 -2.004 -0.3236
O 1.363 -2.273 -0.629 -0.3920
H -3.005 -4.596 1.113 0.1009
H -1.861 -6.604 2.042 0.0956
H 0.395 -7.210 1.221 0.0944
H 1.522 -5.758 -0.463 0.1016
F 1.926 5.892 -4.851 0.0914
C 1.778 4.581 -4.595 -0.1611
C 0.919 4.146 -3.612 -0.1537
F 0.208 5.046 -2.916 0.1027
C 0.784 2.793 -3.346 -0.2587
F -0.091 2.467 -2.393 0.0305
C 1.488 1.805 -4.035 -0.5775
S 1.391 0.087 -3.782 0.5753
C 2.332 2.299 -5.033 -0.2616
F 3.049 1.447 -5.780 0.0590
C 2.479 3.641 -5.315 -0.1576
F 3.308 4.043 -6.295 0.0911
C -2.768 1.902 -3.776 -0.1856
N -3.806 2.235 -4.771 -0.0877
C -3.173 2.228 -6.094 -0.1901
N -2.560 0.936 -6.424 -0.0884
C -1.554 0.632 -5.385 -0.1989
N -2.146 0.601 -4.043 -0.0949
C -3.207 -0.423 -4.033 -0.1779
N -4.250 -0.148 -5.039 -0.0876
C -4.817 1.171 -4.749 -0.1869
C -3.609 -0.089 -6.354 -0.1907
H -3.208 1.885 -2.779 0.0658
H -2.004 2.678 -3.807 0.1121
H -2.401 3.000 -6.120 0.1207
H -3.929 2.460 -6.849 0.1133
H -0.776 1.392 -5.418 0.1012
H -1.097 -0.333 -5.594 0.1115
H -3.665 -0.452 -3.045 0.1175
H -2.767 -1.399 -4.226 0.1141
H -5.280 1.147 -3.760 0.1234
H -5.584 1.399 -5.495 0.1133
H -4.368 0.135 -7.108 0.1129
H -3.164 -1.061 -6.574 0.1219
```

Results
* total charge: -2
* spin multiplicity: 1
* ΔE to the lowest compared entry with this formula, charge and spin: 8.6 kcal per mole
* energy: -268860.673 eV
* highest occupied orbital energy: -3.0206 eV
* frontier orbital gap: 6.852 eV

---

No. 3
ORCA calculation (ωB97M-V with the def2-TZVPD basis set) on one molecule with the formula C3H4FNO.

The geometry in XYZ format:
```
10
Properties=species:S:1:pos:R:3:lowdin_charge:R:1
C -1.319 -0.330 -0.831 0.0984
C -1.392 -0.519 0.450 -0.2126
C 0.663 -0.095 -0.017 -0.4758
N 1.431 0.933 -0.088 0.2046
O -0.160 -0.207 1.096 -0.0218
F 1.366 -1.294 -0.227 0.0503
H -2.048 -0.489 -1.614 0.0372
H -2.210 -0.594 1.034 0.0641
H 2.439 0.777 -0.103 0.1374
H 1.230 1.819 0.300 0.1182
```

Results
* spin multiplicity: 1
* ΔE to the lowest compared entry with this formula, charge and spin: 86.7 kcal per mole
* energy: -9426.858 eV
* highest occupied orbital energy: -8.6903 eV
* frontier orbital gap: 9.476 eV